(1)
{
  "formula": "BrH12O6",
  "method": "wB97M-V/def2-TZVPD",
  "lumo_ha": 0.1215,
  "multiplicity": 1,
  "total_charge": -1,
  "homo_lumo_gap_ev": 9.12,
  "energy_ev": -82526.03815,
  "symbols": ["Br", "O", "H", "H", "O", "H", "H", "O", "H", "H", "O", "H", "H", "O", "H", "H", "O", "H", "H"],
  "coordinates": [[30.28, 4.12, 23.68], [33.04, 5.08, 21.59], [33.80, 4.49, 21.65], [32.57, 4.94, 22.43], [32.10, 1.05, 23.19], [32.74, 0.88, 23.89], [31.77, 1.94, 23.40], [28.14, 2.09, 22.07], [28.88, 1.49, 21.94], [28.54, 2.86, 22.51], [32.56, 2.72, 25.81], [31.81, 3.19, 25.39], [32.16, 2.27, 26.57], [30.41, 7.33, 24.57], [30.21, 7.72, 25.43], [30.28, 6.37, 24.70], [30.03, 5.85, 20.72], [29.15, 6.00, 20.35], [29.87, 5.24, 21.47]]
}

(2)
{
  "formula": "BrH2IO2Si",
  "method": "wB97M-V/def2-TZVPD",
  "lumo_ha": -0.0229,
  "multiplicity": 1,
  "homo_lumo_gap_ev": 9.53,
  "smiles": "O=[Si](O)I.Br",
  "energy_ev": -90150.40534,
  "symbols": ["O", "Si", "O", "I", "H", "Br", "H"],
  "coordinates": [[0.24, 0.98, -0.14], [-0.74, -0.13, -0.11], [-0.57, -1.72, -0.14], [-3.10, 0.11, 0.32], [-1.26, -2.41, -0.24], [3.30, 1.39, 0.40], [2.13, 1.77, -0.09]]
}

(3)
{
  "formula": "BrH2N",
  "method": "wB97M-V/def2-TZVPD",
  "lumo_ha": -0.1302,
  "multiplicity": 1,
  "homo_lumo_gap_ev": 6.94,
  "energy_ev": -71561.37287,
  "symbols": ["N", "Br", "H", "H"],
  "coordinates": [[-0.55, -0.34, 0.00], [2.23, 0.11, 0.00], [-0.83, 0.12, 0.85], [-0.85, 0.12, -0.85]]
}

(4)
{
  "formula": "BrH3N2",
  "method": "wB97M-V/def2-TZVPD",
  "lumo_ha": 0.0040,
  "multiplicity": 1,
  "homo_lumo_gap_ev": 10.07,
  "smiles": "NNBr",
  "energy_ev": -73068.86541,
  "symbols": ["N", "N", "Br", "H", "H", "H"],
  "coordinates": [[-0.28, 0.14, -0.41], [-0.23, 0.39, 1.13], [1.53, 1.08, 1.56], [0.01, 0.90, -0.90], [0.44, -0.64, -0.52], [-0.15, -0.69, 1.30]]
}

(5)
{
  "formula": "BrH3NP",
  "method": "wB97M-V/def2-TZVPD",
  "lumo_ha": [-0.0597, -0.0594],
  "multiplicity": 1,
  "homo_lumo_gap_ev": [6.93, 6.94],
  "energy_ev": -80867.99458,
  "symbols": ["N", "P", "Br", "H", "H", "H"],
  "coordinates": [[0.28, -0.17, -0.11], [4.74, -1.57, 0.03], [4.21, 0.51, 0.00], [-0.18, 0.55, 0.50], [0.90, 0.35, -0.54], [0.90, -0.61, 0.62]]
}

(6)
{
  "formula": "BrH3O3P",
  "method": "wB97M-V/def2-TZVPD",
  "lumo_ha": [-0.3033, -0.2828],
  "multiplicity": 1,
  "total_charge": 1,
  "homo_lumo_gap_ev": [7.16, 7.18],
  "energy_ev": -85513.79832,
  "symbols": ["O", "O", "O", "P", "Br", "H", "H", "H"],
  "coordinates": [[-0.35, 1.18, -0.84], [-0.53, -1.38, -0.50], [-0.78, 0.32, 1.42], [0.05, -0.03, 0.12], [3.49, -0.04, 0.54], [-0.50, 1.09, -1.75], [-0.40, -2.32, -0.48], [-0.97, 1.17, 1.49]]
}

Copy entry 6 word for word.
{
  "formula": "BrH3O3P",
  "method": "wB97M-V/def2-TZVPD",
  "lumo_ha": [-0.3033, -0.2828],
  "multiplicity": 1,
  "total_charge": 1,
  "homo_lumo_gap_ev": [7.16, 7.18],
  "energy_ev": -85513.79832,
  "symbols": ["O", "O", "O", "P", "Br", "H", "H", "H"],
  "coordinates": [[-0.35, 1.18, -0.84], [-0.53, -1.38, -0.50], [-0.78, 0.32, 1.42], [0.05, -0.03, 0.12], [3.49, -0.04, 0.54], [-0.50, 1.09, -1.75], [-0.40, -2.32, -0.48], [-0.97, 1.17, 1.49]]
}